1.
The molecule C5H10O. Source: OMol25; level of theory: the ωB97M-V functional and the def2-TZVPD basis.

Geometry as XYZ:
```
16
Properties=species:S:1:pos:R:3:forces:R:3
C -1.87629 -1.23311 1.51634 -0.21 -0.13 0.29
O -1.32705 -0.82626 0.29182 0.02 0.04 -0.06
C -0.05554 -0.24903 0.47556 0.26 0.17 -0.01
C 0.60830 -0.01820 -0.85239 -0.01 -0.16 0.02
C 1.83021 0.85289 -0.88744 0.20 0.02 0.06
C 0.56040 1.31299 -1.54384 -0.16 0.11 -0.08
H -1.18959 -1.90790 2.05173 -0.11 0.07 -0.07
H -2.09389 -0.37689 2.17577 0.04 -0.10 -0.13
H -2.80705 -1.76809 1.31150 0.13 0.11 0.00
H -0.13693 0.70438 1.03067 0.00 -0.14 -0.09
H 0.56709 -0.92603 1.08706 -0.08 0.07 -0.09
H 0.61089 -0.89664 -1.49374 0.04 0.13 0.09
H 2.66806 0.54785 -1.50597 -0.15 0.06 0.05
H 2.11726 1.34481 0.03906 -0.05 -0.08 -0.14
H 0.01152 2.12064 -1.06780 0.05 -0.15 -0.03
H 0.51262 1.31861 -2.62832 0.02 -0.01 0.16
```
Forces are in eV/Å.

Computed properties:
Frontier orbital gap, eV: 10.970
ΔE to the lowest compared entry with this formula, charge and spin, kcal per mole: 35.5
SMILES: COCC1CC1
M, g/mol: 86.134
Lowest unoccupied orbital energy, eV: 1.18
Electronic energy, Ha: -271.69605
E_HOMO, eV: -9.795



2.
The molecule C5H10O. Source: OMol25; level of theory: the ωB97M-V functional and the def2-TZVPD basis.

Geometry as XYZ:
```
16
Properties=species:S:1:pos:R:3:forces:R:3
C 2.41763 0.37327 -0.21509 0.28 0.08 0.06
C 1.19494 -0.45572 0.07497 0.25 -0.02 0.15
C -1.25116 -0.37824 -0.47058 0.10 0.23 -0.46
C -2.39912 -0.01216 0.49390 -0.11 0.19 -0.23
C -0.04591 0.35347 -0.03760 0.23 0.10 0.63
O -0.12056 1.54743 0.18770 0.38 -0.46 0.07
H 2.24699 1.36716 0.20599 0.27 -0.10 -0.04
H 3.30566 -0.07936 0.22169 0.14 0.13 -0.09
H 2.55299 0.48007 -1.29659 0.08 0.00 0.18
H 1.12345 -1.38028 -0.51128 0.02 0.26 0.08
H 1.12104 -0.75081 1.13065 0.35 -0.19 0.02
H -1.15426 -1.45456 -0.64759 0.28 0.25 0.36
H -1.94171 0.22857 1.46715 -0.18 -0.10 -0.31
H -2.92916 0.88583 0.19238 -0.14 -0.03 -0.05
H -3.11356 -0.82394 0.67767 0.19 0.15 -0.40
H -1.00727 0.09926 -1.47337 -2.15 -0.50 0.03
```
Forces are in eV/Å.

Computed properties:
Frontier orbital gap, eV: 10.438
ΔE to the lowest compared entry with this formula, charge and spin, kcal per mole: 21.5
SMILES: CCC(=O)CC
M, g/mol: 86.134
Lowest unoccupied orbital energy, eV: 1.01
Electronic energy, Ha: -271.71840
E_HOMO, eV: -9.428



3.
A cluster of 2 separate species, C5H10O in total. Source: OMol25; level of theory: the ωB97M-V functional and the def2-TZVPD basis.

Geometry as XYZ:
```
16
Properties=species:S:1:pos:R:3:forces:R:3
C -2.33148 0.83666 1.15578 -0.16 0.31 0.14
O -1.55158 0.35546 0.20551 -0.16 -0.14 -0.27
C -0.26795 0.22583 0.25391 0.42 0.07 0.02
C 0.40509 -0.39835 -0.89545 -0.19 -0.04 0.05
C 1.82714 -0.87002 -0.74614 0.11 -0.12 0.08
C 1.53456 0.32061 -1.60602 0.07 0.16 -0.12
H -1.45365 -0.71816 2.27217 0.15 -0.09 0.00
H -1.88993 1.52873 1.86662 -0.06 -0.11 -0.06
H -3.36996 0.89958 0.86422 0.13 -0.03 0.04
H 0.27758 0.79290 1.00754 -0.06 -0.10 -0.10
H -0.75779 -0.97981 2.06071 -0.12 0.02 0.07
H -0.25498 -1.00364 -1.51176 0.11 0.10 0.08
H 2.10372 -1.80442 -1.22553 -0.06 0.16 0.07
H 2.30896 -0.70125 0.21400 -0.10 0.00 -0.16
H 1.81536 1.30133 -1.23067 -0.06 -0.17 -0.04
H 1.60493 0.21455 -2.68491 -0.03 0.00 0.18
```
Forces are in eV/Å.

Computed properties:
Frontier orbital gap (alpha / beta), eV: 8.109 / 7.816
ΔE to the lowest compared entry with this formula, charge and spin, kcal per mole: 122.3
M, g/mol: 86.134
Lowest unoccupied orbital energy (alpha / beta), eV: 0.91 / 0.87
Electronic energy, Ha: -271.55775
E_HOMO (alpha / beta), eV: -7.199 / -6.942



4.
The molecule C5H10O. Source: OMol25; level of theory: the ωB97M-V functional and the def2-TZVPD basis.

Geometry as XYZ:
```
16
Properties=species:S:1:pos:R:3:forces:R:3
C -2.28422 -0.43760 -1.13703 -0.04 -0.03 -0.08
C -1.54088 0.09192 0.07800 -0.30 0.15 -0.01
O -0.32849 -0.61588 0.22208 0.03 -0.09 0.12
C 1.56048 0.41454 1.27130 0.08 -0.12 0.19
C 2.54035 -0.33271 1.76979 -0.15 -0.02 -0.02
C 0.87039 0.09060 -0.02826 0.18 0.05 -0.12
H -3.26689 0.03487 -1.24920 0.15 -0.07 0.03
H -2.41664 -1.51981 -1.03481 -0.05 0.18 -0.01
H -1.70067 -0.26213 -2.04832 -0.11 0.02 0.14
H -1.36951 1.17708 -0.00740 0.07 -0.21 -0.01
H -2.12693 -0.06076 0.99296 0.02 -0.02 -0.14
H 1.15233 1.24299 1.85265 0.09 -0.12 -0.10
H 2.97333 -0.16730 2.75620 -0.10 0.09 -0.28
H 2.90969 -1.19314 1.21406 0.01 0.15 0.05
H 0.65054 0.99761 -0.60998 0.11 -0.08 0.10
H 1.50168 -0.55846 -0.64788 0.01 0.11 0.15
```
Forces are in eV/Å.

Computed properties:
Frontier orbital gap, eV: 10.727
ΔE to the lowest compared entry with this formula, charge and spin, kcal per mole: 34.1
SMILES: C=CCOCC
M, g/mol: 86.134
Lowest unoccupied orbital energy, eV: 1.19
Electronic energy, Ha: -271.69823
E_HOMO, eV: -9.535



5.
The molecule C5H10O. Source: OMol25; level of theory: the ωB97M-V functional and the def2-TZVPD basis.

Geometry as XYZ:
```
16
Properties=species:S:1:pos:R:3:forces:R:3
C -1.16591 -1.42610 -0.02535 -0.05 0.05 0.08
C 0.13643 -1.00838 -0.70272 0.26 -0.03 -0.09
C 0.82881 0.25587 -0.16967 -1.34 0.47 0.70
C -0.18045 1.55045 -0.27313 0.05 0.05 -0.80
C 0.99631 0.44133 1.28409 0.34 -0.25 1.03
O 1.95244 0.61836 -0.70948 0.64 0.08 -0.75
H -1.96249 -0.68790 -0.17279 0.13 -0.11 0.02
H -1.02957 -1.56373 1.05391 -0.01 0.03 -0.17
H -1.52452 -2.37598 -0.43477 0.07 0.14 0.04
H -0.01369 -0.84520 -1.77704 -0.01 -0.03 0.13
H 0.88471 -1.80391 -0.61317 -0.11 0.04 -0.02
H -0.34012 1.61671 -1.35053 -0.14 0.12 0.09
H -1.12695 1.39347 0.24974 0.26 -0.11 -0.05
H 0.30598 2.46834 0.06288 -0.02 -0.21 0.00
H 2.02025 0.53229 1.64011 -0.18 -0.04 -0.02
H 0.21877 0.83437 1.93790 0.10 -0.20 -0.19
```
Forces are in eV/Å.

Computed properties:
Frontier orbital gap (alpha / beta), eV: 9.184 / 7.471
ΔE to the lowest compared entry with this formula, charge and spin, kcal per mole: 98.0
M, g/mol: 86.134
Lowest unoccupied orbital energy (alpha / beta), eV: -0.35 / -1.24
Electronic energy, Ha: -271.59643
E_HOMO (alpha / beta), eV: -9.537 / -8.715



6.
A structure of composition C5H10O. Source: OMol25; level of theory: the ωB97M-V functional and the def2-TZVPD basis.

Geometry as XYZ:
```
16
Properties=species:S:1:pos:R:3:forces:R:3
O -1.06700 2.09689 0.99408 0.17 -0.10 -0.07
C -0.05768 2.32759 0.28932 -0.01 0.17 0.01
C 0.68264 0.55889 -0.74815 0.04 -0.22 -0.05
C 0.09798 -0.53969 -0.17065 0.09 0.13 -0.10
C 0.52122 -1.79238 0.49079 0.12 -0.02 0.15
C -0.56063 -1.79832 -0.58821 -0.14 -0.04 -0.12
H -1.24973 0.65082 1.12998 0.05 0.15 -0.06
H 0.91801 2.48434 0.77213 -0.14 -0.06 -0.04
H -0.18455 2.80515 -0.69154 -0.01 -0.12 0.11
H 1.70972 0.79961 -0.48801 -0.18 0.00 0.00
H 0.35279 0.85986 -1.73858 0.00 -0.02 0.17
H -0.99458 -0.08504 0.84674 -0.01 -0.13 0.00
H 1.50713 -2.17538 0.23736 -0.16 0.07 0.03
H 0.20760 -1.99543 1.51095 0.02 0.04 -0.18
H -0.30464 -2.18419 -1.57291 -0.03 0.09 0.18
H -1.57827 -2.01272 -0.27329 0.19 0.06 -0.02
```
Forces are in eV/Å.

Computed properties:
Frontier orbital gap, eV: 9.841
ΔE to the lowest compared entry with this formula, charge and spin, kcal per mole: 126.3
M, g/mol: 86.134
Lowest unoccupied orbital energy, eV: 0.57
Electronic energy, Ha: -271.55132
E_HOMO, eV: -9.272



7.
The molecule C5H10O. Source: OMol25; level of theory: the ωB97M-V functional and the def2-TZVPD basis.

Geometry as XYZ:
```
16
Properties=species:S:1:pos:R:3:forces:R:3
C 2.40779 0.29805 -0.08411 -0.03 -0.06 0.00
C 1.15269 -0.21713 0.61587 0.21 -0.08 0.29
O 0.17394 -0.52869 -0.35047 0.15 -0.38 0.09
C -1.16472 -0.78791 0.04762 0.22 -0.17 -0.02
C -1.86596 0.09634 1.05320 0.26 0.02 0.13
C -1.96206 0.37844 -0.42319 0.06 -0.03 -0.18
H 3.20710 0.44980 0.65130 -0.17 -0.05 -0.09
H 2.23858 1.25554 -0.59037 -0.12 -0.20 0.11
H 2.76502 -0.41816 -0.83027 -0.09 0.05 0.12
H 1.37708 -1.12693 1.18146 0.15 0.06 0.19
H 0.79474 0.54774 1.32320 0.00 -0.18 -0.14
H -1.45169 -1.83139 -0.06916 -0.01 0.22 0.09
H -2.73832 -0.34152 1.54840 0.31 0.08 -0.34
H -1.31641 0.76768 1.70480 0.05 -0.09 -0.16
H -2.91378 0.35852 -0.95290 0.38 -0.08 0.09
H -1.09258 0.93237 -0.79930 -1.36 0.90 -0.18
```
Forces are in eV/Å.

Computed properties:
Frontier orbital gap, eV: 10.769
ΔE to the lowest compared entry with this formula, charge and spin, kcal per mole: 47.9
SMILES: CCOC1CC1
M, g/mol: 86.134
Lowest unoccupied orbital energy, eV: 1.20
Electronic energy, Ha: -271.67629
E_HOMO, eV: -9.566



8.
A structure of composition C5H10O. Source: OMol25; level of theory: the ωB97M-V functional and the def2-TZVPD basis.

Geometry as XYZ:
```
16
Properties=species:S:1:pos:R:3:forces:R:3
C 1.92509 0.61461 0.15356 0.06 0.04 0.04
C 0.89944 -0.17368 -0.65998 -0.03 0.00 -0.07
C -0.31064 -0.51553 0.18998 0.05 -0.15 0.08
C -1.64496 -0.94487 -0.44409 0.10 -0.27 -0.26
O -2.37140 -0.01307 0.36976 -0.22 0.05 0.05
C -1.15144 0.64730 0.73033 0.23 0.31 0.17
H 2.28608 0.02661 1.00517 -0.04 0.07 -0.12
H 1.47969 1.53407 0.55278 0.07 -0.13 -0.06
H 2.79055 0.90314 -0.45020 -0.10 -0.06 0.07
H 1.35844 -1.08654 -1.06144 -0.09 0.11 0.07
H 0.57958 0.42207 -1.52568 0.01 -0.07 0.11
H -0.03382 -1.20466 0.99710 0.00 0.13 -0.10
H -1.98397 -1.97516 -0.29292 0.07 0.14 -0.01
H -1.72127 -0.69053 -1.51122 0.00 -0.02 0.11
H -1.08707 0.88450 1.79806 -0.09 -0.07 -0.14
H -1.01432 1.57174 0.14881 -0.02 -0.08 0.06
```
Forces are in eV/Å.

Computed properties:
Frontier orbital gap, eV: 10.744
ΔE to the lowest compared entry with this formula, charge and spin, kcal per mole: 29.3
M, g/mol: 86.134
Lowest unoccupied orbital energy, eV: 1.15
Electronic energy, Ha: -271.70594
E_HOMO, eV: -9.594